C4H7N2 | ωB97M-V with the def2-TZVPD basis set

```
! wB97M-V def2-TZVPD RIJCOSX def2/J DEFGRID3
* xyz 1 3
C -0.28 -1.63 0.09
C -0.98 -0.51 0.10
C -2.14 0.35 -0.10
C 2.09 0.79 0.04
N 1.02 -1.29 0.08
N 1.01 -0.04 -0.02
H -0.54 -2.61 0.05
H -2.14 1.12 0.75
H -3.00 -0.37 -0.03
H -1.97 0.94 -1.09
H 2.90 0.25 -0.33
H 2.23 1.22 1.13
H 1.79 1.78 -0.68
*
```

Computed properties:
Frontier orbital gap (spin up / spin down) in eV: 7.0 / 6.5
Highest occupied orbital energy (spin up / spin down) in eV: -13.090 / -14.796
DFT total energy in eV: -7226.61787
ΔE to the lowest compared entry with this formula, charge and spin in kJ/mol: 397.0